Run A
Computed, not measured: a molecular structure, C2H2I4S, with ωB97M-V with the def2-TZVPD basis set.

Each line ends with the Löwdin charge.
Atoms and positions in Å:
1 C -1.8586 -0.5130 -0.3625  -1.39
2 C 1.6189 0.3996 0.2750  -1.73
3 S 0.1709 1.4126 0.1671  0.39
4 I -1.9719 -1.4158 1.4787  0.76
5 I -3.2927 0.8454 -0.9037  0.77
6 I 1.7795 -1.2611 -1.1005  0.68
7 I 3.3422 1.7637 0.2178  0.67
8 H -1.2561 -1.0245 -1.0481  -0.14
9 H 1.4679 -0.2068 1.2762  -0.01

Properties
Spin multiplicity = 1



Run B
Computed, not measured: a molecular structure, C2H2I4S, with ωB97M-V with the def2-TZVPD basis set.

Each line ends with the Löwdin charge.
Atoms and positions in Å:
1 C -0.5513 -0.7702 2.5378  -1.14
2 C 0.3403 0.4897 -1.9587  -1.72
3 S -0.0605 -1.1807 -2.1116  0.23
4 I 1.3928 -0.5921 3.2382  0.74
5 I -0.7815 -1.4844 0.5905  0.87
6 I -1.5639 1.6935 -1.8745  0.54
7 I 1.5967 1.1053 -0.3091  0.62
8 H -1.1647 0.0817 2.7913  -0.08
9 H 0.7921 0.6571 -2.9040  -0.07

Properties
Spin multiplicity = 1



Energy above the most stable structure, in kJ/mol: run A 0.0; run B 42.2